Model a:
Entry from the Open Molecules 2025 dataset: 7 unconnected molecules or ions with the total composition C20H30O19S (ωB97M-V/def2-TZVPD).

Structure (XYZ):
```
70
Properties=species:S:1:pos:R:3:mulliken_charge:R:1
C 25.08 -7.32 -8.70 -0.359
C 26.47 -7.90 -8.52 -0.207
O 26.22 -9.22 -8.06 -0.247
C 24.91 -9.42 -7.92 0.653
O 24.39 -10.40 -7.47 -0.536
O 24.22 -8.43 -8.50 -0.353
H 24.90 -6.82 -9.65 0.274
H 24.82 -6.53 -7.98 0.230
H 27.01 -7.26 -7.82 0.247
H 27.03 -7.95 -9.45 0.305
C 20.65 -14.80 3.32 -0.325
C 19.48 -14.93 2.35 -0.325
O 19.88 -14.00 1.36 -0.320
C 21.25 -14.02 1.28 0.593
O 21.87 -13.62 0.37 -0.440
O 21.72 -14.46 2.47 -0.308
H 20.86 -15.77 3.78 0.288
H 20.45 -14.09 4.12 0.273
H 18.52 -14.74 2.81 0.307
H 19.42 -15.92 1.89 0.239
C 28.46 -14.94 -1.42 0.077
C 28.23 -13.81 -0.37 0.043
O 29.20 -14.17 0.59 -0.395
C 29.43 -15.51 0.53 0.561
O 29.98 -16.17 1.35 -0.544
O 28.96 -15.99 -0.63 -0.358
H 29.14 -14.53 -2.17 0.161
H 27.52 -15.16 -1.91 0.180
H 27.22 -13.72 0.03 0.058
H 28.50 -12.89 -0.89 0.221
C 28.44 -11.08 -6.15 -0.163
C 29.46 -12.06 -5.46 -0.225
O 29.94 -11.25 -4.39 -0.342
C 29.32 -10.09 -4.29 0.660
O 29.45 -9.18 -3.53 -0.563
O 28.41 -9.96 -5.32 -0.294
H 27.53 -11.69 -6.09 0.191
H 28.73 -10.92 -7.19 0.275
H 30.23 -12.30 -6.19 0.334
H 28.96 -12.92 -5.05 0.140
C 22.18 -16.76 -1.89 0.067
C 22.57 -18.25 -1.83 -0.457
O 23.95 -18.26 -2.12 -0.361
C 24.46 -17.06 -1.89 0.511
O 25.61 -16.77 -1.81 -0.501
O 23.48 -16.15 -1.74 -0.036
H 21.61 -16.40 -1.04 0.108
H 21.73 -16.53 -2.85 0.018
H 22.04 -18.76 -2.63 0.357
H 22.24 -18.71 -0.90 0.251
C 20.31 -14.85 -4.12 -0.448
C 21.33 -13.96 -3.32 0.059
O 22.39 -13.95 -4.27 -0.134
C 22.37 -15.06 -5.01 0.636
O 23.29 -15.52 -5.64 -0.528
O 21.19 -15.67 -4.88 -0.434
H 19.55 -14.29 -4.66 0.294
H 19.75 -15.56 -3.52 0.322
H 21.63 -14.25 -2.32 -0.123
H 20.90 -12.96 -3.26 0.384
C 24.66 -13.23 -1.93 -0.660
S 25.64 -11.93 -2.77 0.348
O 26.93 -12.54 -3.19 -0.554
C 24.61 -11.68 -4.27 -0.472
H 25.05 -13.35 -0.92 0.316
H 24.61 -14.14 -2.51 0.086
H 23.66 -12.82 -1.80 0.356
H 24.16 -12.62 -4.58 0.085
H 25.26 -11.11 -4.93 0.074
H 23.81 -10.96 -4.05 0.432
```

Values from the calculation:
- charge = 0
- multiplicity = 1



Model b:
Entry from the Open Molecules 2025 dataset: 7 unconnected molecules or ions with the total composition C20H30O19S (ωB97M-V/def2-TZVPD).

Structure (XYZ):
```
70
Properties=species:S:1:pos:R:3:mulliken_charge:R:1
C -3.02 -1.65 2.45 0.200
C -3.60 -0.24 2.64 -0.029
O -3.73 0.01 4.02 -0.390
C -3.04 -0.96 4.59 0.550
O -2.65 -0.98 5.75 -0.607
O -2.58 -1.89 3.71 -0.370
H -2.23 -1.67 1.70 0.008
H -3.83 -2.32 2.16 0.203
H -4.63 -0.34 2.30 0.321
H -3.13 0.51 2.00 0.112
C -3.20 -4.34 -2.30 -0.049
C -1.86 -4.16 -2.87 -0.385
O -0.99 -3.95 -1.76 -0.292
C -1.72 -4.12 -0.62 0.778
O -1.26 -4.36 0.50 -0.615
O -2.98 -4.35 -0.91 -0.306
H -3.67 -5.25 -2.66 0.335
H -3.73 -3.44 -2.63 0.072
H -1.67 -3.24 -3.41 0.269
H -1.54 -5.04 -3.43 0.223
C 1.82 0.65 0.16 -0.061
C 1.55 1.26 -1.20 -0.024
O 0.38 0.63 -1.72 -0.385
C 0.01 -0.32 -0.82 0.628
O -0.94 -1.13 -0.91 -0.642
O 0.89 -0.42 0.14 -0.329
H 1.76 1.29 1.04 0.163
H 2.78 0.13 0.13 0.298
H 2.35 1.12 -1.92 0.117
H 1.31 2.32 -1.30 0.202
C 5.68 5.24 0.52 -0.373
C 5.68 4.44 -0.78 -0.207
O 4.45 3.77 -0.73 -0.250
C 3.79 4.06 0.39 0.656
O 2.71 3.53 0.70 -0.534
O 4.48 4.85 1.10 -0.362
H 5.58 6.32 0.41 0.240
H 6.60 5.17 1.10 0.285
H 6.52 3.76 -0.71 0.254
H 5.76 5.09 -1.65 0.282
C -0.55 3.14 4.82 -0.400
C -1.96 3.59 4.32 -0.348
O -1.91 3.31 2.93 -0.299
C -0.96 2.33 2.80 0.751
O -0.84 1.54 1.85 -0.618
O -0.12 2.26 3.84 -0.294
H -0.72 2.61 5.76 0.296
H 0.13 3.98 4.94 0.306
H -2.10 4.61 4.68 0.346
H -2.72 2.93 4.74 0.257
C 5.49 -2.36 -3.38 -0.211
C 6.83 -1.72 -3.25 -0.318
O 6.54 -0.32 -3.01 -0.344
C 5.20 -0.10 -3.18 0.653
O 4.66 0.99 -2.95 -0.533
O 4.62 -1.27 -3.59 -0.311
H 5.33 -3.06 -2.56 0.266
H 5.54 -2.88 -4.34 0.258
H 7.44 -1.84 -4.15 0.224
H 7.49 -2.20 -2.52 0.309
C -4.48 -0.87 -0.70 -0.140
S -6.05 -0.73 -1.55 0.463
O -5.66 -0.37 -2.96 -0.645
C -6.60 -2.47 -1.49 -0.855
H -3.68 -1.25 -1.33 0.017
H -4.64 -1.58 0.11 -0.101
H -4.03 0.09 -0.43 0.377
H -6.04 -3.12 -2.16 0.192
H -7.59 -2.36 -1.92 0.380
H -6.67 -2.85 -0.47 0.335
```

Values from the calculation:
- charge = 0
- multiplicity = 1



The most stable arrangement is model a, and the next structure is 1.714 eV less stable.



Model a:
Entry from the Open Molecules 2025 dataset: 2 unconnected molecules or ions with the total composition C2H4O3P (ωB97M-V/def2-TZVPD).

Structure (XYZ):
```
10
Properties=species:S:1:pos:R:3:mulliken_charge:R:1
C 0.62 -0.65 0.29 -0.800
C -0.55 -0.87 -0.23 0.188
O -1.20 2.61 -0.27 -0.546
O -0.17 4.59 -1.37 -0.505
O -1.37 0.13 -0.57 -0.465
P -0.42 3.15 -1.48 0.074
H 1.38 -1.39 0.49 0.272
H 0.92 0.43 0.19 0.149
H -1.17 -1.81 -0.46 0.273
H -1.21 1.04 -0.09 0.361
```

Values from the calculation:
- charge = -1
- multiplicity = 1



Model b:
Entry from the Open Molecules 2025 dataset: a gas-phase ion, C2H4O3P (charge -1) (ωB97M-V/def2-TZVPD).

Structure (XYZ):
```
10
Properties=species:S:1:pos:R:3:mulliken_charge:R:1
O 1.07 -2.52 -3.13 -0.592
P 0.81 -2.27 -1.68 -0.303
C 0.16 -0.71 -1.44 -0.360
C -0.24 -0.24 -0.09 -0.182
O 0.44 0.99 0.11 -0.235
O 0.29 1.51 1.46 -0.451
H 0.01 -0.02 -2.26 0.352
H -1.32 -0.06 0.01 0.202
H 0.07 -0.99 0.66 0.260
H 1.11 1.22 1.88 0.309
```

Values from the calculation:
- charge = -1
- multiplicity = 1



The most stable arrangement is model a, and the next structure is 3.975 eV less stable.



Model a:
Entry from the Open Molecules 2025 dataset: a gas-phase ion, C2H4O3P (charge -1) (ωB97M-V/def2-TZVPD).

Structure (XYZ):
```
10
Properties=species:S:1:pos:R:3:mulliken_charge:R:1
O -0.45 -1.99 -0.21 -0.530
C -0.40 -0.81 0.08 0.295
P -1.68 0.52 -0.35 -0.089
C 1.07 0.17 0.32 0.071
O 0.58 1.27 -0.13 -0.753
O 1.83 -0.52 -0.53 -0.401
H -2.84 -0.28 -0.04 -0.012
H -1.83 1.11 0.96 -0.013
H 1.75 0.54 1.23 0.159
H 1.97 -0.01 -1.33 0.273
```

Values from the calculation:
- charge = -1
- multiplicity = 1



Model b:
Entry from the Open Molecules 2025 dataset: a gas-phase ion, C2H4O3P (charge -1) (ωB97M-V/def2-TZVPD).

Structure (XYZ):
```
10
Properties=species:S:1:pos:R:3:mulliken_charge:R:1
C -0.48 -0.99 -0.54 -1.096
C 0.94 -0.97 0.35 0.441
O 1.31 -1.98 0.93 -0.533
P 2.30 0.16 -0.60 0.056
O 3.63 -0.04 0.00 -0.562
O 1.73 1.72 -0.02 -0.514
H -1.19 -0.33 -0.20 0.281
H -0.83 -1.96 -0.59 0.374
H -0.05 -0.81 -1.56 0.302
H 2.43 2.35 0.17 0.250
```

Values from the calculation:
- charge = -1
- multiplicity = 1



The most stable arrangement is model b, and the next structure is 2.653 eV less stable.



Model a:
Entry from the Open Molecules 2025 dataset: 3 unconnected molecules or ions with the total composition C3H12NO3 (ωB97M-V/def2-TZVPD).

Structure (XYZ):
```
19
Properties=species:S:1:pos:R:3:mulliken_charge:R:1
O -0.52 -0.18 2.32 -0.429
C -0.55 0.91 1.79 -0.201
C 0.03 1.07 0.36 0.379
C 1.39 1.75 0.42 -1.343
N 0.10 -0.29 -0.28 -0.322
H -1.03 1.75 2.28 0.409
H -0.75 1.67 -0.17 0.342
H 1.25 2.83 0.33 0.373
H 2.19 1.42 -0.24 0.382
H 1.80 1.82 1.40 0.388
H 0.09 -0.13 -1.30 0.224
H -0.67 -0.87 0.05 0.368
H 0.93 -0.86 -0.03 0.432
H -0.26 0.87 -3.78 0.324
H -1.69 0.48 -3.67 0.312
O -0.88 0.50 -3.13 -0.652
H -0.21 -3.63 0.31 0.302
H 0.88 -3.59 -0.80 0.301
O 0.34 -3.06 -0.22 -0.587
```

Values from the calculation:
- charge = +1
- multiplicity = 1



Model b:
Entry from the Open Molecules 2025 dataset: 3 unconnected molecules or ions with the total composition C3H12NO3 (ωB97M-V/def2-TZVPD).

Structure (XYZ):
```
19
Properties=species:S:1:pos:R:3:mulliken_charge:R:1
O 1.63 -1.23 0.25 -0.352
C 1.40 -0.39 1.06 -0.059
C 1.30 1.07 0.66 -0.531
N -0.15 1.53 0.65 -0.073
C -1.17 0.63 1.22 -0.997
H 1.30 -0.62 2.13 0.404
H 1.93 1.68 1.26 0.394
H 1.63 1.24 -0.36 0.345
H -0.26 2.45 1.07 0.351
H -0.39 1.67 -0.35 0.372
H -1.26 0.76 2.29 0.381
H -1.10 -0.40 0.90 0.399
H -2.13 0.92 0.80 0.358
H -0.69 -2.11 -2.36 0.306
H -0.77 -3.08 -1.27 0.293
O -0.47 -2.17 -1.41 -0.596
H -2.29 0.59 -2.22 0.319
H -1.06 -0.10 -1.64 0.319
O -1.52 0.75 -1.66 -0.629
```

Values from the calculation:
- charge = +1
- multiplicity = 1



The most stable arrangement is model a, and the next structure is 0.753 eV less stable.



Model a:
Entry from the Open Molecules 2025 dataset: 2 unconnected molecules or ions with the total composition C2H3ClO2 (ωB97M-V/def2-TZVPD).

Structure (XYZ):
```
8
Properties=species:S:1:pos:R:3:mulliken_charge:R:1
C 0.81 -0.44 -0.36 -1.039
C -0.01 -1.48 -0.15 0.747
O -0.57 -2.44 0.20 -0.346
H 0.69 0.33 -0.98 0.345
H 1.75 -0.40 0.01 0.308
O -2.19 0.48 0.14 -0.420
Cl -3.80 0.07 -0.23 0.038
H -1.78 0.09 0.96 0.367
```

Values from the calculation:
- charge = 0
- multiplicity = 1



Model b:
Entry from the Open Molecules 2025 dataset: 2 unconnected molecules or ions with the total composition C2H3ClO2 (ωB97M-V/def2-TZVPD).

Structure (XYZ):
```
8
Properties=species:S:1:pos:R:3:mulliken_charge:R:1
O 0.80 1.40 0.30 -0.443
C -0.33 1.37 -0.06 0.220
Cl -0.77 1.20 -1.72 -0.147
H -1.19 1.63 0.49 0.329
C 0.43 -1.42 0.19 -0.074
O -0.61 -0.89 0.06 -0.349
H 0.41 -2.58 0.28 0.252
H 1.26 -0.71 0.44 0.211
```

Values from the calculation:
- charge = 0
- multiplicity = 1



The most stable arrangement is model b, and the next structure is 1.972 eV less stable.